No. 1
Computed, not measured: a 2-piece molecular cluster, C4H14N2OS overall, with ωB97M-V with the def2-TZVPD basis set.

Values from the calculation:
<S²> = 0.754
gap between HOMO and LUMO (alpha / beta) = 9.9 / 4.1 eV
highest occupied orbital energy (alpha / beta) = -13.30 / -12.94 eV
total charge = +1
2S+1 = 2
energy relative to the best compared isomer or geometry (same formula, charge and spin) = 99.7 kJ/mol
molar mass = 138.24 g/mol

Each atom is followed by the atoms it is bonded to, with distances in Å.
Positions of all 22 atoms, in Å:
1 C -2.0894 0.5416 -0.2491  C2 1.572, H8 1.138, H9 1.034, H10 1.168
2 C -0.8506 -0.4081 -0.0589  C1 1.572, C3 1.522, N5 1.448, H11 1.094
3 C -0.5560 -1.3809 -1.1917  C2 1.522, S4 1.801, H12 1.158, H13 1.087
4 S -1.7926 -2.6891 -1.2577  C3 1.801, H14 1.350
5 N 0.4224 0.2784 0.0107  C2 1.448, C6 1.434, H15 1.022
6 C 0.5453 0.9491 1.2727  N5 1.434, N7 1.498, H16 1.054, H17 1.078
7 N 1.5960 1.9898 1.0367  C6 1.498, H18 1.017, H19 1.008
8 H -2.1306 1.1514 0.7109  C1 1.138
9 H -2.9775 0.0290 -0.3799  C1 1.034
10 H -2.1241 1.0429 -1.3036  C1 1.168
11 H -0.9106 -1.0777 0.8044  C2 1.094
12 H 0.5181 -1.8127 -1.1587  C3 1.158
13 H -0.4445 -1.0270 -2.2134  C3 1.087
14 H -1.5578 -3.1048 0.0046  S4 1.350
15 H 0.5536 0.9455 -0.7521  N5 1.022
16 H 0.9600 0.2919 1.9845  C6 1.054
17 H -0.3338 1.4460 1.6488  C6 1.078
18 H 2.1914 2.2106 1.8308  N7 1.017
19 H 1.2173 2.8883 0.7798  N7 1.008
20 H 2.0825 -0.1236 -0.3934  O22 0.998
21 H 3.0948 -1.3102 -0.2403  O22 0.951
22 O 2.5861 -0.8304 -0.8852  H20 0.998, H21 0.951

=====

No. 2
Computed, not measured: a 3-piece molecular cluster, C4H14N2S2 overall, with ωB97M-V with the def2-TZVPD basis set.

Values from the calculation:
gap between HOMO and LUMO = 3.4 eV
highest occupied orbital energy = -8.03 eV
energy relative to the best compared isomer or geometry (same formula, charge and spin) = 531.6 kJ/mol
molar mass = 154.30 g/mol

Each atom is followed by the atoms it is bonded to, with distances in Å.
Positions of all 22 atoms, in Å:
1 N -2.4875 0.1496 -0.8348  C2 1.460, H5 1.079, H6 1.011
2 C -1.5214 -0.8988 -0.5213  N1 1.460, C3 1.514, H7 1.106, H8 1.139
3 C -0.5496 -0.9501 -1.6815  C2 1.514, N4 1.470, H9 1.106, H10 1.111
4 N 0.3084 -2.1241 -1.4694  C3 1.470, H11 1.036, H12 1.078
5 H -2.1371 1.1684 -0.7723  N1 1.079
6 H -3.2614 0.1111 -0.1859  N1 1.011
7 H -2.0289 -1.8751 -0.4130  C2 1.106
8 H -1.0213 -0.7191 0.4865  C2 1.139
9 H -1.1749 -1.0254 -2.5904  C3 1.106
10 H 0.0073 0.0094 -1.7348  C3 1.111
11 H 0.8744 -2.3531 -2.3069  N4 1.036
12 H 0.9235 -1.9903 -0.5946  N4 1.078
13 C 1.5184 1.0289 2.3856  C14 1.541, H17 1.102, H18 1.128, H19 1.044
14 C 1.8296 0.2616 1.0856  C13 1.541, S15 1.802, H20 1.070, H21 1.125
15 S 1.6009 -1.5202 1.2207  C14 1.802
16 S -0.7446 2.6328 -0.2203  H22 1.345
17 H 2.1830 0.7359 3.2144  C13 1.102
18 H 0.4798 0.8055 2.7648  C13 1.128
19 H 1.6056 2.0678 2.3256  C13 1.044
20 H 2.8687 0.4250 0.8878  C14 1.070
21 H 1.2178 0.6010 0.2044  C14 1.125
22 H -0.4906 3.4593 -1.2501  S16 1.345

=====

No. 3
Computed, not measured: a 2-piece molecular cluster, C4H14N2Si overall, with ωB97M-V with the def2-TZVPD basis set.

Values from the calculation:
<S²> = 2.005
gap between HOMO and LUMO (alpha / beta) = 4.8 / 7.4 eV
highest occupied orbital energy (alpha / beta) = -4.24 / -8.81 eV
2S+1 = 3
energy relative to the best compared isomer or geometry (same formula, charge and spin) = 212.1 kJ/mol
molar mass = 118.26 g/mol

Each atom is followed by the atoms it is bonded to, with distances in Å.
Positions of all 21 atoms, in Å:
1 C -0.2733 2.1428 -1.3651  N6 1.471, H8 1.029, H9 1.182, H10 1.081
2 C -0.2556 2.6068 1.0634  N6 1.442, H11 1.075, H12 1.071, H13 1.190
3 C 1.4458 -1.0884 -0.9777  Si7 1.780, H14 1.056, H16 1.036
4 C 0.3769 -0.6839 1.8585  Si7 1.925, H17 1.045, H18 1.110, H19 1.103
5 N -1.2654 -3.8664 -1.0603  H15 0.972, H20 1.063, H21 1.062
6 N 0.0085 1.6700 -0.0008  C1 1.471, C2 1.442, Si7 1.723
7 Si 0.6237 0.0634 0.1015  C3 1.780, C4 1.925, N6 1.723
8 H -1.0586 1.5793 -1.7171  C1 1.029
9 H -0.5489 3.2916 -1.3947  C1 1.182
10 H 0.5695 2.1485 -2.0422  C1 1.081
11 H 0.0056 2.1208 1.9863  C2 1.075
12 H 0.3329 3.4844 0.8877  C2 1.071
13 H -1.3296 3.1166 1.1065  C2 1.190
14 H 1.9852 -1.8509 -0.4849  C3 1.056
15 H -0.9807 -2.9902 -1.3705  N5 0.972
16 H 1.5291 -0.8812 -1.9889  C3 1.036
17 H 1.3149 -0.5318 2.2944  C4 1.045
18 H -0.3887 -0.1272 2.4384  C4 1.110
19 H 0.1041 -1.7402 1.6956  C4 1.103
20 H -0.5233 -4.6190 -0.9511  N5 1.063
21 H -1.6721 -3.8449 -0.0792  N5 1.062

=====

No. 4
Computed, not measured: a 2-piece molecular cluster, C4H14N3 overall, with ωB97M-V with the def2-TZVPD basis set.

Values from the calculation:
<S²> = 0.753
gap between HOMO and LUMO (alpha / beta) = 5.3 / 9.5 eV
highest occupied orbital energy (alpha / beta) = -4.24 / -8.48 eV
2S+1 = 2
energy relative to the best compared isomer or geometry (same formula, charge and spin) = 44.6 kJ/mol
molar mass = 104.18 g/mol

Each atom is followed by the atoms it is bonded to, with distances in Å.
Positions of all 21 atoms, in Å:
1 C -0.5425 -0.6048 2.9571  C2 1.531, H4 1.084, H5 1.092, H6 1.094
2 C 0.3304 -0.9158 1.7389  C1 1.531, N3 1.447, H7 1.099, H8 1.093
3 N -0.3878 -1.5382 0.6479  C2 1.447, H9 0.996, H10 0.995
4 H -0.8934 -1.4962 3.4653  C1 1.084
5 H 0.0140 0.0264 3.6523  C1 1.092
6 H -1.4149 -0.0380 2.6201  C1 1.094
7 H 0.8056 0.0339 1.4572  C2 1.099
8 H 1.1699 -1.5714 1.9822  C2 1.093
9 H -1.1703 -1.0773 0.2395  N3 0.996
10 H -0.0684 -2.4000 0.2660  N3 0.995
11 C 0.0509 2.0996 -0.5818  N12 1.447, H15 1.095, H16 1.093, H17 1.092
12 N 0.2931 0.7945 -1.1587  C11 1.447, C13 1.369, H18 1.012
13 C 0.1422 0.5923 -2.5038  N12 1.369, N14 1.384, H19 1.079
14 N 0.5171 -0.5704 -3.1538  C13 1.384, H20 1.001, H21 0.996
15 H 0.9971 2.5786 -0.3074  C11 1.095
16 H -0.5888 2.0215 0.3013  C11 1.093
17 H -0.4750 2.7289 -1.3027  C11 1.092
18 H 0.4396 0.0554 -0.4828  N12 1.012
19 H -0.3340 1.3563 -3.0984  C13 1.079
20 H 1.0665 -1.2935 -2.7317  N14 1.001
21 H 0.0488 -0.7818 -4.0068  N14 0.996